Entry from the OMol25 dataset: a cluster of 15 separate species, C90H75F15 in total at a distorted geometry (ωB97M-V/def2-TZVPD).

Last columns: bonded neighbours and bond lengths (Å).
Atoms and positions in Å:
1 F 5.31161 -23.65137 -11.60962  C2 1.368
2 C 4.01841 -23.77150 -12.04086  F1 1.368, C3 1.385, C7 1.351
3 C 3.38299 -22.62077 -12.47848  C2 1.385, C4 1.362, H8 1.053
4 C 2.05267 -22.62455 -12.76972  C3 1.362, C5 1.367, H9 1.070
5 C 1.34119 -23.78892 -12.68563  C4 1.367, C6 1.377, H10 1.084
6 C 1.96074 -24.93198 -12.23205  C5 1.377, C7 1.403, H11 1.115
7 C 3.29746 -24.88983 -11.80945  C2 1.351, C6 1.403, H12 1.080
8 H 3.88463 -21.69611 -12.53005  C3 1.053
9 H 1.67858 -21.68062 -13.10844  C4 1.070
10 H 0.29007 -23.68603 -12.93000  C5 1.084
11 H 1.34942 -25.86406 -12.19737  C6 1.115
12 H 3.80651 -25.72883 -11.35745  C7 1.080
13 F 2.46450 -20.42161 -25.47221  C14 1.368
14 C 3.06402 -19.71780 -24.46408  F13 1.368, C15 1.395, C19 1.388
15 C 2.81678 -20.18289 -23.17198  C14 1.395, C16 1.412, H20 1.085
16 C 3.42107 -19.48441 -22.10390  C15 1.412, C17 1.372, H21 1.136
17 C 4.29188 -18.44917 -22.33141  C16 1.372, C18 1.401, H22 1.083
18 C 4.57425 -18.06340 -23.64880  C17 1.401, C19 1.363, H23 1.097
19 C 3.92880 -18.65663 -24.69264  C14 1.388, C18 1.363, H24 1.069
20 H 2.18683 -21.03845 -22.95437  C15 1.085
21 H 3.12125 -19.85004 -21.07073  C16 1.136
22 H 4.77165 -17.94051 -21.50374  C17 1.083
23 H 5.29223 -17.27346 -23.90071  C18 1.097
24 H 4.10502 -18.40346 -25.71629  C19 1.069
25 F 6.42604 -28.06655 -17.50117  C26 1.357
26 C 6.60660 -27.47880 -18.71033  F25 1.357, C27 1.418, C31 1.361
27 C 6.03970 -26.18933 -18.87344  C26 1.418, C28 1.381, H32 1.109
28 C 6.00008 -25.66258 -20.14898  C27 1.381, C29 1.398, H33 1.075
29 C 6.67338 -26.39871 -21.12819  C28 1.398, C30 1.395, H34 1.089
30 C 7.30813 -27.61742 -20.88970  C29 1.395, C31 1.395, H35 1.096
31 C 7.38584 -28.14863 -19.60211  C26 1.361, C30 1.395, H36 1.097
32 H 5.58505 -25.63700 -18.02591  C27 1.109
33 H 5.72233 -24.65656 -20.40534  C28 1.075
34 H 6.69028 -26.03998 -22.15590  C29 1.089
35 H 7.72799 -28.08420 -21.78805  C30 1.096
36 H 7.75521 -29.15743 -19.37911  C31 1.097
37 F 10.32154 -18.78644 -18.26056  C38 1.340
38 C 9.40449 -18.89586 -19.23081  F37 1.340, C39 1.404, C43 1.347
39 C 9.84295 -18.44058 -20.48486  C38 1.404, C40 1.338, H44 1.047
40 C 9.07770 -18.70436 -21.55029  C39 1.338, C41 1.383, H45 1.073
41 C 7.82392 -19.25167 -21.34504  C40 1.383, C42 1.388, H46 1.095
42 C 7.38555 -19.62308 -20.08164  C41 1.388, C43 1.414, H47 1.140
43 C 8.23051 -19.49611 -18.95554  C38 1.347, C42 1.414, H48 1.100
44 H 10.77921 -17.97230 -20.51525  C39 1.047
45 H 9.39143 -18.29779 -22.49241  C40 1.073
46 H 7.08453 -19.25477 -22.15302  C41 1.095
47 H 6.33989 -20.06345 -19.97376  C42 1.140
48 H 7.91022 -19.78894 -17.94522  C43 1.100
49 F 4.57091 -13.38039 -21.83677  C50 1.340
50 C 5.49627 -14.17834 -21.28600  F49 1.340, C51 1.381, C55 1.358
51 C 6.82182 -13.79774 -21.35610  C50 1.381, C52 1.407, H56 1.071
52 C 7.78697 -14.69879 -20.87142  C51 1.407, C53 1.371, H57 1.094
53 C 7.38408 -15.81527 -20.18557  C52 1.371, C54 1.399, H58 1.095
54 C 6.02184 -16.11355 -20.07057  C53 1.399, C55 1.375, H59 1.068
55 C 5.07546 -15.30048 -20.64726  C50 1.358, C54 1.375, H60 1.087
56 H 7.11245 -12.97600 -21.97908  C51 1.071
57 H 8.81218 -14.54400 -21.22058  C52 1.094
58 H 8.15384 -16.51361 -19.84064  C53 1.095
59 H 5.63416 -16.91071 -19.47533  C54 1.068
60 H 4.01076 -15.51889 -20.64417  C55 1.087
61 F -0.20581 -15.31926 -18.44827  C62 1.316
62 C -0.07725 -15.92455 -19.61014  F61 1.316, C63 1.397, C67 1.366
63 C -1.29636 -16.29338 -20.18490  C62 1.397, C64 1.377, H68 1.076
64 C -1.30831 -16.94313 -21.39925  C63 1.377, C65 1.387, H69 1.082
65 C -0.12043 -17.28661 -22.02850  C64 1.387, C66 1.369, H70 1.089
66 C 1.07514 -16.92801 -21.46547  C65 1.369, C67 1.421, H71 1.099
67 C 1.10229 -16.23489 -20.22547  C62 1.366, C66 1.421, H72 1.077
68 H -2.18678 -16.02296 -19.64561  C63 1.076
69 H -2.21546 -17.24612 -21.90570  C64 1.082
70 H -0.12407 -17.95032 -22.89179  C65 1.089
71 H 2.01533 -17.21090 -21.95860  C66 1.099
72 H 2.04214 -16.11605 -19.71414  C67 1.077
73 F 10.59212 -22.24756 -19.92198  C74 1.354
74 C 10.18661 -23.25758 -19.11723  F73 1.354, C75 1.377, C79 1.384
75 C 9.97994 -22.90893 -17.80077  C74 1.377, C76 1.394, H80 1.164
76 C 9.58230 -23.89899 -16.90394  C75 1.394, C77 1.391, H81 1.101
77 C 9.30430 -25.17231 -17.39109  C76 1.391, C78 1.446, H82 1.081
78 C 9.49342 -25.47216 -18.79319  C77 1.446, C79 1.361, H83 1.045
79 C 9.99131 -24.52643 -19.63551  C74 1.384, C78 1.361, H84 1.055
80 H 10.18132 -21.80001 -17.51039  C75 1.164
81 H 9.51186 -23.66928 -15.82998  C76 1.101
82 H 9.03144 -25.95142 -16.69340  C77 1.081
83 H 9.26692 -26.44063 -19.11256  C78 1.045
84 H 10.20903 -24.75726 -20.64207  C79 1.055
85 F 6.48023 -19.44587 -16.06739  C86 1.332
86 C 5.69465 -20.12487 -16.90207  F85 1.332, C87 1.389, C91 1.359
87 C 4.51715 -19.55965 -17.37594  C86 1.389, C88 1.394, H92 1.100
88 C 3.78673 -20.36201 -18.25120  C87 1.394, C89 1.384, H93 1.061
89 C 4.20000 -21.62022 -18.65273  C88 1.384, C90 1.418, H94 1.048
90 C 5.41695 -22.13683 -18.14003  C89 1.418, C91 1.385, H95 1.103
91 C 6.15090 -21.35264 -17.26499  C86 1.359, C90 1.385, H96 1.120
92 H 4.24932 -18.56680 -16.98610  C87 1.100
93 H 2.94357 -19.88180 -18.67957  C88 1.061
94 H 3.53774 -22.10482 -19.30466  C89 1.048
95 H 5.82131 -23.12714 -18.41063  C90 1.103
96 H 7.14897 -21.57868 -16.80960  C91 1.120
97 F -1.69079 -23.97690 -15.93312  C98 1.310
98 C -0.39737 -23.81940 -16.06598  F97 1.310, C99 1.373, C103 1.401
99 C 0.42735 -24.91607 -16.09951  C98 1.373, C100 1.383, H104 1.086
100 C 1.78730 -24.77587 -16.30946  C99 1.383, C101 1.361, H105 1.110
101 C 2.27072 -23.52122 -16.51929  C100 1.361, C102 1.377, H106 1.095
102 C 1.45796 -22.41007 -16.50168  C101 1.377, C103 1.404, H107 1.102
103 C 0.07576 -22.51848 -16.28048  C98 1.401, C102 1.404, H108 1.065
104 H -0.02870 -25.90060 -16.04805  C99 1.086
105 H 2.46040 -25.65410 -16.39859  C100 1.110
106 H 3.32878 -23.36721 -16.75579  C101 1.095
107 H 1.90044 -21.41909 -16.69158  C102 1.102
108 H -0.58174 -21.68124 -16.27405  C103 1.065
109 F 5.62785 -22.43101 -21.37422  C110 1.344
110 C 6.55333 -22.40742 -22.34838  F109 1.344, C111 1.409, C115 1.368
111 C 6.15620 -22.32005 -23.69701  C110 1.409, C112 1.342, H116 1.052
112 C 7.09819 -22.41381 -24.64837  C111 1.342, C113 1.353, H117 1.069
113 C 8.42407 -22.45529 -24.38390  C112 1.353, C114 1.400, H118 1.130
114 C 8.84417 -22.53521 -23.05087  C113 1.400, C115 1.450, H119 1.128
115 C 7.86557 -22.52827 -21.98145  C110 1.368, C114 1.450, H120 1.096
116 H 5.12554 -22.24415 -23.89450  C111 1.052
117 H 6.72206 -22.27307 -25.63939  C112 1.069
118 H 9.20283 -22.42223 -25.20266  C113 1.130
119 H 9.90968 -22.59343 -22.68402  C114 1.128
120 H 8.13895 -22.49088 -20.92080  C115 1.096
121 F 2.86945 -19.58145 -7.36883  C122 1.352
122 C 3.73329 -19.49269 -8.40517  F121 1.352, C123 1.397, C127 1.397
123 C 4.13752 -18.24228 -8.87855  C122 1.397, C124 1.381, H128 1.110
124 C 5.07185 -18.18501 -9.89423  C123 1.381, C125 1.395, H129 1.113
125 C 5.65183 -19.33060 -10.43853  C124 1.395, C126 1.353, H130 1.077
126 C 5.20488 -20.53792 -10.02114  C125 1.353, C127 1.413, H131 1.065
127 C 4.26311 -20.65338 -8.97395  C122 1.397, C126 1.413, H132 1.069
128 H 3.60840 -17.34358 -8.49850  C123 1.110
129 H 5.23334 -17.15847 -10.29254  C124 1.113
130 H 6.30908 -19.22231 -11.28467  C125 1.077
131 H 5.57471 -21.46289 -10.39758  C126 1.065
132 H 3.97469 -21.61409 -8.60435  C127 1.069
133 F 3.96263 -16.25496 -16.20052  C134 1.356
134 C 3.15976 -16.10544 -15.11797  F133 1.356, C135 1.391, C139 1.325
135 C 3.80281 -16.02031 -13.88765  C134 1.391, C136 1.407, H140 1.046
136 C 2.96561 -15.88103 -12.76494  C135 1.407, C137 1.406, H141 1.085
137 C 1.58174 -15.74259 -12.97048  C136 1.406, C138 1.414, H142 1.121
138 C 0.99372 -15.68570 -14.25566  C137 1.414, C139 1.439, H143 1.121
139 C 1.85947 -16.01713 -15.35652  C134 1.325, C138 1.439, H144 1.071
140 H 4.84629 -16.06054 -13.82313  C135 1.046
141 H 3.15451 -15.69334 -11.71357  C136 1.085
142 H 0.87050 -15.64978 -12.10845  C137 1.121
143 H -0.11941 -15.57170 -14.31978  C138 1.121
144 H 1.47584 -15.98066 -16.35540  C139 1.071
145 F 6.91968 -25.18919 -14.42312  C146 1.340
146 C 7.55668 -24.19415 -13.79122  F145 1.340, C147 1.356, C151 1.371
147 C 8.64977 -24.54888 -13.07137  C146 1.356, C148 1.405, H152 1.087
148 C 9.36206 -23.49179 -12.47946  C147 1.405, C149 1.390, H153 1.078
149 C 9.08297 -22.14176 -12.65834  C148 1.390, C150 1.376, H154 1.119
150 C 8.01434 -21.84747 -13.47312  C149 1.376, C151 1.420, H155 1.094
151 C 7.25540 -22.88707 -14.07315  C146 1.371, C150 1.420, H156 1.081
152 H 8.88160 -25.60594 -12.96528  C147 1.087
153 H 10.09519 -23.74307 -11.73058  C148 1.078
154 H 9.70930 -21.36640 -12.15009  C149 1.119
155 H 7.64541 -20.85247 -13.73937  C150 1.094
156 H 6.34264 -22.68697 -14.61702  C151 1.081
157 F 0.94102 -20.40063 -19.92503  C158 1.323
158 C -0.10025 -20.12249 -19.15744  F157 1.323, C159 1.404, C163 1.354
159 C -1.34001 -20.63615 -19.57156  C158 1.404, C160 1.381, H164 1.090
160 C -2.42414 -20.28309 -18.79304  C159 1.381, C161 1.422, H165 1.098
161 C -2.24591 -19.46160 -17.64614  C160 1.422, C162 1.382, H166 1.110
162 C -0.97330 -19.01190 -17.35027  C161 1.382, C163 1.373, H167 1.137
163 C 0.14247 -19.34051 -18.07909  C158 1.354, C162 1.373, H168 1.020
164 H -1.52173 -21.19653 -20.48811  C159 1.090
165 H -3.44353 -20.62092 -19.01999  C160 1.098
166 H -3.09847 -19.24775 -16.96904  C161 1.110
167 H -0.79269 -18.45282 -16.37628  C162 1.137
168 H 1.04157 -18.88537 -17.91870  C163 1.020
169 F 2.44674 -19.25424 -15.26017  C170 1.361
170 C 1.92802 -19.27168 -14.00189  F169 1.361, C171 1.393, C175 1.406
171 C 0.54838 -19.43146 -13.90078  C170 1.393, C172 1.388, H176 1.089
172 C -0.08350 -19.53202 -12.66874  C171 1.388, C173 1.390, H177 1.089
173 C 0.72792 -19.43564 -11.54406  C172 1.390, C174 1.398, H178 1.119
174 C 2.09526 -19.16372 -11.65381  C173 1.398, C175 1.397, H179 1.128
175 C 2.76583 -19.15601 -12.87876  C170 1.406, C174 1.397, H180 1.062
176 H 0.00228 -19.48713 -14.84086  C171 1.089
177 H -1.15208 -19.74084 -12.67952  C172 1.089
178 H 0.32365 -19.64614 -10.52255  C173 1.119
179 H 2.66254 -19.10555 -10.68005  C174 1.128
180 H 3.80924 -18.96642 -12.93893  C175 1.062

Values from the calculation:
F_max = 4.4 eV Å⁻¹
total charge = 0
relative energy (zero: lowest compared OMol25 entry of this formula, charge and spin) = 52.4 kcal per mole
orbital gap = 9.4461 eV
calculated total energy = -4972.3928 Ha

Löwdin population analysis, charges in e, atoms 1 to 2:
1 F 0.0374
2 C -0.2672